# CH2N2O2S

The molecule CH2N2O2S in a non-equilibrium geometry (the ωB97M-V functional and the def2-TZVPD basis, the Open Molecules 2025 dataset).

Structure (XYZ):
```
8
Properties=species:S:1:pos:R:3:forces:R:3
N 1.753049 -2.227605 0.190471 0.04 -0.46 -0.05
C 1.173704 -1.278754 -0.098304 -0.89 3.51 -0.13
S 0.279644 0.723768 -0.096817 -0.57 -0.54 -0.66
N -1.303089 0.217399 -0.018679 3.13 2.29 -0.37
O 0.571522 1.511729 -1.278493 -0.30 -2.26 1.43
O 0.551891 1.245098 1.196697 0.52 -0.50 -0.06
H -1.462237 0.054554 0.951621 -0.91 -0.93 0.28
H -1.564485 -0.246191 -0.846499 -1.03 -1.12 -0.43
```
Positions in Å, forces in eV/Å.

Calculated values
Molecular weight   106.1 g/mol
Frontier orbital gap   10.804 eV
DFT total energy   -18976.7781 eV
Total charge   0
LUMO energy   -1.4 eV
Structure (SMILES)   N#CS(N)(=O)=O

# C30H45F15O30S5

A 10-piece molecular cluster, C30H45F15O30S5 overall in a non-equilibrium geometry (the ωB97M-V functional and the def2-TZVPD basis, the Open Molecules 2025 dataset).

Structure (XYZ):
```
125
Properties=species:S:1:pos:R:3:forces:R:3
C 3.714885 -0.435227 1.740434 -0.32 0.14 0.74
C 2.897195 -0.175797 3.031944 -0.01 0.57 -1.47
O 3.591845 -0.572387 4.222114 0.65 -4.32 1.49
C 3.599895 -1.922047 4.508774 -0.01 2.56 -1.93
O 2.889665 -2.784017 4.005624 1.04 1.11 0.72
C 4.703085 -2.288757 5.634264 -0.39 -3.15 0.54
F 3.934435 -2.614597 6.625544 -1.78 -1.95 1.08
F 5.485805 -3.369487 5.264424 -1.42 2.59 0.13
F 5.304635 -1.289017 6.090664 2.63 2.43 -1.16
H 4.139505 -1.438627 1.771754 -0.02 -0.19 -0.02
H 4.526695 0.278893 1.602244 -0.14 -0.01 0.04
H 3.020955 -0.404967 0.900404 0.13 0.10 -0.06
H 1.944655 -0.700157 2.955714 -0.13 0.15 0.31
H 2.817605 0.886763 3.261574 -0.46 0.09 -0.33
C -1.320425 2.912313 -5.002896 -0.75 -0.57 -0.08
C -0.812905 2.177213 -6.203906 0.67 -0.83 -0.92
O -0.890925 0.711973 -6.052946 -0.56 -0.38 -0.12
C -0.772475 -0.106737 -7.120316 -0.12 0.62 0.97
O -0.565985 0.220823 -8.239906 0.10 0.15 -0.71
C -0.925255 -1.629677 -6.723266 -0.07 1.88 -1.81
F 0.099735 -2.315627 -7.274226 -0.40 0.03 0.90
F -0.913965 -1.680447 -5.402516 -0.41 -1.32 -0.28
F -2.057055 -2.113847 -7.332496 0.96 0.24 1.53
H -1.126505 2.356073 -4.085786 0.75 0.51 0.10
H -2.404725 3.021723 -4.982496 -0.09 0.09 -0.39
H -0.870845 3.896833 -5.132076 -0.02 0.05 0.87
H 0.248885 2.386753 -6.333526 0.03 -0.02 -0.05
H -1.315945 2.503723 -7.114096 -0.07 -0.32 -0.06
C 0.220175 -0.972387 6.601304 0.54 0.17 0.02
C 0.416955 0.077283 7.700464 -0.84 -0.27 0.06
O 1.766595 0.571693 7.871734 1.11 1.68 -1.40
C 2.244445 1.489413 6.940984 -2.12 -2.02 -1.96
O 1.712945 1.748893 5.858884 1.10 -0.36 2.80
C 3.676955 1.972083 7.260124 -1.05 0.05 0.00
F 4.359555 2.137093 6.113294 -0.11 -0.06 0.55
F 3.591445 3.139843 7.900044 0.49 -0.29 -0.05
F 4.279065 1.052683 8.005034 0.54 0.29 0.08
H 0.674465 -1.948447 6.771704 0.53 0.15 0.47
H 0.629445 -0.558607 5.679694 -0.40 -0.12 -0.23
H -0.828005 -1.254327 6.501664 -0.14 0.60 -0.19
H 0.120605 -0.335067 8.664954 0.40 0.04 0.07
H -0.236955 0.936083 7.548854 0.06 -0.01 -0.33
C -0.504255 1.287333 -1.345016 0.58 -0.31 -0.20
C -0.470395 0.053583 -0.450156 0.88 0.97 -1.25
O -1.060165 0.298143 0.794294 0.13 2.58 4.85
C -0.479045 1.259683 1.721924 1.44 -0.08 -3.90
O 0.487795 2.007073 1.466244 -3.02 -2.81 1.04
C -1.150345 1.263913 3.134154 0.57 -0.10 1.00
F -0.937625 0.096633 3.761614 -0.32 -1.21 -0.70
F -0.503695 2.103913 3.948254 0.09 1.03 -0.68
F -2.429455 1.547183 3.169504 -0.09 0.08 -0.51
H -1.522365 1.662333 -1.449556 0.03 0.12 0.19
H -0.152595 0.992133 -2.333606 -0.01 -0.08 -0.12
H 0.190795 2.058963 -1.013956 -0.48 0.00 0.07
H 0.538995 -0.305067 -0.248636 0.21 -0.05 -0.40
H -1.024005 -0.732157 -0.964186 -0.13 -0.13 0.70
C -0.982005 5.840253 0.867274 -1.53 0.43 -1.21
C -1.697835 4.715693 1.650494 2.08 0.86 1.15
O -2.671245 3.880293 0.985964 -1.84 0.16 0.09
C -4.015725 4.195543 1.101774 -0.14 4.31 1.40
O -4.469115 5.323973 1.454954 2.03 -4.85 -1.36
C -5.029115 3.018523 0.757614 2.02 1.00 1.02
F -4.550445 2.239173 -0.173996 0.88 -1.19 -1.03
F -5.228145 2.266523 1.859674 -0.39 0.57 -0.43
F -6.112005 3.549283 0.279184 -1.42 0.31 0.34
H -1.760465 6.475643 0.444914 0.00 0.08 -0.36
H -0.342685 5.492823 0.055694 -0.42 -0.38 0.01
H -0.350755 6.565123 1.381264 -0.14 -0.56 0.99
H -2.049785 5.066063 2.620794 -0.71 0.24 -0.34
H -0.841375 4.111383 1.949444 -0.46 -0.98 -0.23
C -0.370715 -4.855217 -4.125966 1.82 -0.07 0.15
C 0.756735 -5.453777 -3.059196 -0.30 0.91 -4.56
O 0.378705 -4.874977 -1.929506 -2.13 1.85 4.73
S -0.323865 -3.408837 -2.032876 -1.86 0.15 0.71
O 0.710315 -2.399337 -1.905686 -1.32 -1.30 -0.51
O -1.497175 -3.320077 -1.114266 3.32 -0.44 -2.52
O -0.826395 -3.585337 -3.606026 0.79 -0.30 3.02
H -1.219645 -5.523857 -4.268576 0.14 0.13 -0.03
H 0.127415 -4.495977 -5.026476 -0.15 -0.92 -0.32
H 1.740065 -5.034557 -3.272296 0.21 -0.33 -0.78
H 0.811765 -6.541997 -3.029866 -0.43 0.16 0.23
C 4.971505 -2.247057 -4.528736 -1.02 -2.04 0.60
C 5.655685 -0.934047 -4.401526 -1.07 1.17 1.84
O 4.591725 -0.006027 -4.063936 -1.90 0.38 0.09
S 3.249835 -0.719587 -3.352956 0.10 1.27 -1.03
O 2.048525 0.007253 -3.780256 2.72 -2.08 0.41
O 3.438505 -0.823557 -1.902626 0.26 -0.53 -2.50
O 3.522295 -2.151267 -4.233496 0.18 2.07 1.24
H 5.359125 -2.915897 -3.760296 0.09 -0.27 -0.30
H 5.082395 -2.693577 -5.516866 -0.35 0.04 0.13
H 6.207975 -0.679357 -5.306076 -0.23 0.58 0.31
H 6.190355 -0.857107 -3.454786 1.12 -0.53 -0.63
C -5.169885 -1.170337 -1.786666 0.61 0.66 1.00
C -4.030905 -1.170627 -2.846666 -0.75 -0.14 -0.35
O -4.391895 -2.281957 -3.738556 0.25 -0.30 0.47
S -5.252545 -3.425307 -2.896046 4.10 1.61 0.93
O -4.300825 -4.134047 -2.006666 -2.49 1.84 -1.29
O -5.994095 -4.201127 -3.809886 -0.79 0.56 0.23
O -6.044825 -2.185747 -2.177446 -1.26 -3.00 0.10
H -5.799805 -0.284067 -1.710366 0.21 0.24 -0.82
H -4.867755 -1.262237 -0.743406 0.53 -0.64 -0.03
H -2.989325 -1.278467 -2.544056 -0.29 -0.40 0.59
H -4.085135 -0.199137 -3.337966 -0.09 -0.42 -0.79
C 3.143045 3.734203 0.460904 -1.05 -0.30 -1.71
C 3.020905 2.472563 -0.416946 0.96 -0.18 -0.02
O 2.345045 2.793323 -1.615866 -0.44 2.08 -1.44
S 1.877775 4.398453 -1.641046 -0.35 -1.01 -0.93
O 0.500855 4.544213 -2.123896 2.81 -0.63 1.66
O 2.895745 5.185703 -2.318306 -1.25 -1.18 1.75
O 1.940005 4.394313 -0.004316 -0.75 1.84 -0.12
H 3.946095 4.428403 0.213324 0.40 -0.49 0.09
H 3.136415 3.458943 1.515554 -0.54 0.51 -0.06
H 2.359225 1.711003 -0.004256 0.58 -0.03 0.61
H 4.030775 2.150583 -0.671096 -0.13 -0.57 -0.01
C -4.083695 -3.693967 1.303424 1.31 -1.39 -2.44
C -2.751405 -3.887357 2.012344 0.12 -0.95 -2.69
O -2.543795 -2.654107 2.715334 1.06 -0.96 0.54
S -3.845235 -1.779597 2.852374 -1.60 -0.25 1.41
O -3.659765 -0.617377 1.977974 -0.93 -2.26 1.86
O -4.254045 -1.707287 4.276414 1.07 0.47 -3.85
O -4.793985 -2.993447 2.195494 -1.91 3.69 2.67
H -4.603075 -4.617557 1.047814 0.07 -0.20 0.49
H -4.022655 -3.203667 0.331844 0.43 0.39 -0.02
H -1.983925 -4.027887 1.251204 0.28 0.65 0.10
H -2.785555 -4.884107 2.452124 0.10 0.69 1.80
```
Positions in Å, forces in eV/Å.

Calculated values
Molecular weight   1331.0 g/mol
Frontier orbital gap (alpha / beta)   6.849 / 1.758 eV
DFT total energy   -188182.8873 eV
Total charge   +1
LUMO energy (alpha / beta)   -5.5 / -10.6 eV
Spin multiplicity   2

> Which of these has the lowest molecular weight?

CH2N2O2S

> Among the records above, which one has the lowest total charge?

CH2N2O2S